The following is a DFT calculation (wB97M-V/def2-TZVPD) of a structure of composition C24H25F3NO3Ti.

XYZ file:
```
57
Properties=species:S:1:pos:R:3:nbo_charge:R:1
C 1.9668 -0.0789 0.8996 -0.32
C 2.2266 -0.6595 -0.3528 -0.22
C 1.9324 0.2508 -1.3864 -0.32
H 2.7600 -1.6056 -0.4476 0.21
C 1.3992 1.4301 -0.7619 -0.41
C 1.4833 1.2579 0.6487 -0.30
H 1.1454 2.3751 -1.2476 0.24
C -1.1914 -2.0372 1.1422 -0.27
C 0.0414 -2.5933 0.6723 -0.26
C 0.0177 -2.6312 -0.7388 -0.29
H 0.9210 -2.8271 1.3125 0.23
C -1.2067 -1.9449 -1.1473 -0.12
C -1.9890 -1.6677 0.0091 -0.41
H 2.1244 0.0983 -2.4593 0.23
H 1.6277 2.0703 1.4088 0.25
H 2.3286 -0.4438 1.9023 0.24
H -3.0024 -1.2566 0.0157 0.25
H 0.7067 -3.1874 -1.4144 0.23
H -1.5319 -1.9487 2.2058 0.25
Ti -0.4980 0.0377 -0.1808 1.31
C -1.5605 -1.4573 -2.5032 -0.06
C -3.1157 -1.2165 -2.7072 -0.62
C -1.1148 -2.3802 -3.6364 -0.59
H -3.7534 -2.1278 -2.6342 0.24
H -3.3178 -0.9062 -3.7252 0.21
H -3.6271 -0.4143 -2.1296 0.22
H -1.6103 -3.3467 -3.5561 0.22
H -0.0246 -2.5373 -3.6404 0.21
H -1.4348 -1.9823 -4.6178 0.21
C -0.6799 -0.2009 -2.7755 -0.59
C -1.4573 1.1133 -2.5270 0.75
H 0.1992 -0.3277 -3.4467 0.31
H 0.0891 0.0912 -2.0076 0.27
O -1.6577 1.2446 -1.1954 -0.60
N -1.7462 2.0831 -3.5073 -0.70
C -0.6166 2.8370 -4.2534 -0.22
H -2.7158 2.4881 -3.6192 0.43
C 0.6382 1.9222 -4.4523 -0.05
C 1.9213 2.4785 -4.2749 -0.20
H 1.9746 3.5103 -3.8632 0.22
C 3.0766 1.8014 -4.7074 -0.20
H 4.0260 2.2885 -4.5471 0.22
C 3.0189 0.5420 -5.2657 -0.22
H 3.9111 0.0229 -5.5344 0.22
C 1.7784 -0.0384 -5.3663 -0.17
H 1.6895 -1.0544 -5.6560 0.21
C 0.5921 0.6643 -5.1143 -0.24
H -0.3948 0.2205 -5.3229 0.23
H -0.2244 3.7555 -3.6845 0.21
H -0.8039 3.2038 -5.3001 0.23
F -2.3370 3.7090 3.2534 -0.31
C -1.5762 2.5983 3.0559 0.90
F -0.2997 2.9163 3.4434 -0.33
F -2.0475 1.5836 3.8421 -0.32
C -1.4706 2.1838 1.5660 0.70
O -1.5736 3.0405 0.7249 -0.56
O -1.1340 0.9200 1.3490 -0.73
```

Computed properties:
- spin multiplicity = 2
- LUMO level (spin up / spin down) (eV) = -0.60 / -0.55
- energy above the lowest of the compared OMol25 structures with the same formula, charge and spin (kcal/mol) = 42.4
- HOMO (spin up / spin down) (eV) = -7.0 / -7.4
- total charge = 0

***

The following is a DFT calculation (wB97M-V/def2-TZVPD) of a structure of composition C24H25F6IrN4O6S4Si.

XYZ file:
```
71
Properties=species:S:1:pos:R:3:lowdin_charge:R:1
Ir 0.0623 -0.6129 -0.6634 1.39
F -5.7212 -1.5133 -0.1945 0.16
C -4.4923 -1.2718 0.2382 -0.68
F -4.4436 -0.0473 0.7544 0.15
F -4.1680 -2.1546 1.1730 0.16
S -3.3030 -1.3661 -1.1654 0.64
O -2.0086 -1.1970 -0.4875 -0.44
O -3.6323 -0.3247 -2.0876 -0.25
N -3.6119 -2.8054 -1.6405 -0.28
S -2.6158 -3.7646 -2.3943 0.61
O -1.3427 -3.1433 -2.6686 -0.31
O -3.2702 -4.5025 -3.4200 -0.24
C -2.2852 -4.9955 -1.0629 -0.68
F -3.4010 -5.6225 -0.7161 0.16
F -1.7760 -4.3955 0.0171 0.14
F -1.4037 -5.8974 -1.5015 0.14
C 5.2020 3.2257 1.9511 -0.04
C 4.0374 2.2953 2.1486 -0.28
C 2.7292 2.7501 2.0376 -0.02
C 1.6528 1.8972 2.2435 -0.03
C 1.9004 0.5689 2.5421 -0.29
C 3.2001 0.0891 2.6733 -0.07
C 4.2583 0.9547 2.4772 -0.06
S 0.5550 -0.5424 2.7680 0.63
O 0.9857 -1.5812 3.6607 -0.28
O -0.6101 0.2214 3.0666 -0.26
N 0.3506 -1.2436 1.2889 -0.20
C 0.8098 -2.5098 0.9612 -0.37
C 1.3054 -3.5858 1.7012 0.01
C 1.7327 -4.6893 0.9897 -0.04
C 1.6658 -4.7346 -0.4032 -0.05
C 1.1288 -3.6555 -1.0629 -0.11
N 0.7058 -2.5919 -0.3773 -0.06
H 4.8758 4.1926 1.5715 0.08
H 5.9246 2.8078 1.2489 0.08
H 5.7255 3.3929 2.8941 0.09
H 2.5388 3.7892 1.7969 0.12
H 0.6341 2.2558 2.1795 0.10
H 3.3684 -0.9474 2.9351 0.12
H 5.2746 0.5939 2.5852 0.12
H 1.3519 -3.5418 2.7743 0.10
H 2.1246 -5.5390 1.5338 0.12
H 1.9951 -5.5997 -0.9586 0.11
H 0.9968 -3.6242 -2.1347 0.12
S 3.2659 0.2752 -0.8947 0.90
C 1.8053 -0.1283 -0.7937 -0.81
C 0.9372 2.6247 -3.1333 -0.17
Si -0.5106 1.6611 -2.4361 0.36
C -2.0845 2.3990 -3.0850 -0.14
C -0.2664 -0.1441 -3.0410 -0.19
N -0.5315 1.3434 -0.7658 -0.23
C -1.0056 2.2320 0.2046 -0.37
C -0.5867 3.5696 0.1730 -0.07
C -1.0754 4.4920 1.0840 -0.10
C -1.9737 4.0946 2.0662 -0.10
C -2.3864 2.7700 2.1087 -0.07
C -1.9214 1.8514 1.1813 -0.06
H 0.9370 2.5615 -4.2252 0.04
H 1.8964 2.2504 -2.7722 0.00
H 0.8661 3.6821 -2.8699 0.03
H -2.0559 2.5146 -4.1711 0.04
H -2.2295 3.3907 -2.6485 0.04
H -2.9397 1.7796 -2.8171 0.02
H -1.1494 -0.3292 -3.6621 0.07
H -0.3643 -1.1299 -2.4916 -0.02
H 0.6357 -0.2613 -3.6387 0.05
H 0.1489 3.8708 -0.5646 0.10
H -0.7421 5.5215 1.0357 0.10
H -2.3467 4.8081 2.7890 0.10
H -3.0814 2.4429 2.8717 0.11
H -2.2478 0.8235 1.2236 0.08
```

Computed properties:
- LUMO level (eV) = -1.03
- energy above the lowest of the compared OMol25 structures with the same formula, charge and spin (kcal/mol) = 0.0
- HOMO (eV) = -7.9
- total charge = 0

***

The following is a DFT calculation (wB97M-V/def2-TZVPD) of a structure of composition C24H25FN5O6RuS2.

XYZ file:
```
64
Properties=species:S:1:pos:R:3:nbo_charge:R:1
Ru -0.9265 2.8938 1.7766 1.51
C 2.7917 3.7670 4.1395 -0.62
C 2.1308 3.3272 2.8454 0.14
C 3.0190 3.5434 1.6277 -0.64
O 0.9047 4.0884 2.6795 -0.74
C 1.7756 1.8110 2.9059 0.78
O 2.6290 1.0430 3.3244 -0.68
O 0.6247 1.4834 2.4583 -0.79
H 3.1138 4.8074 4.0617 0.20
H 3.6539 3.1357 4.3428 0.24
H 2.0880 3.6752 4.9660 0.23
H 3.3017 4.5976 1.5541 0.20
H 2.4957 3.2438 0.7178 0.23
H 3.9273 2.9514 1.7272 0.24
H 1.0835 4.8653 2.1332 0.50
S -0.1119 2.0748 -0.4737 -0.19
C -0.9775 3.4455 -1.0750 -0.19
S -1.3998 4.6543 0.1146 -0.18
C -1.3224 3.5585 -2.4054 -0.47
C -0.9949 2.5145 -3.3098 0.35
N -0.7298 1.6637 -4.0416 -0.42
C -2.0131 4.6839 -2.9252 0.30
N -2.5731 5.5872 -3.3678 -0.33
C 1.6259 -2.1627 2.1902 -0.64
C 0.2545 -2.7454 2.5052 -0.20
N -0.8153 -1.7971 2.1908 -0.36
C -1.1859 -0.9250 3.1566 0.17
C -1.9203 0.1973 2.9478 -0.30
C -1.9397 1.2331 4.0585 0.79
O -2.0268 0.8581 5.2118 -0.63
O -1.7973 2.4531 3.6582 -0.76
C -2.3637 0.4908 1.6226 0.50
O -2.8149 1.5938 1.2398 -0.66
C -2.1289 -0.5519 0.6256 -0.14
C -2.6181 -0.3323 -0.6668 -0.21
C -2.1729 -1.1268 -1.6761 0.41
F -2.6304 -0.9698 -2.9386 -0.33
C -1.1754 -2.0857 -1.4642 0.07
C -0.7469 -2.3558 -0.1850 -0.25
C -1.2480 -1.6056 0.8953 0.26
N -0.5225 -2.6850 -2.5898 -0.49
C 0.1628 -1.6947 -3.4244 -0.25
C 0.9508 -2.4534 -4.5054 -0.23
N 1.0356 -3.8851 -4.0665 -0.50
C -0.3137 -4.5407 -4.1101 -0.22
C -1.3083 -3.5957 -3.4044 -0.24
H 2.4057 -2.8856 2.4334 0.21
H 1.8005 -1.2506 2.7638 0.27
H 1.7112 -1.9004 1.1344 0.20
H 0.1744 -2.9699 3.5681 0.22
H 0.0638 -3.6799 1.9751 0.19
H -0.7789 -1.1101 4.1421 0.24
H -3.2817 0.5030 -0.8403 0.27
H 0.0382 -3.0853 -0.0524 0.22
H 0.8283 -1.1132 -2.7874 0.24
H -0.5174 -0.9902 -3.9085 0.25
H 1.9597 -2.0685 -4.6337 0.24
H 0.4475 -2.4516 -5.4711 0.22
H 1.3213 -3.8723 -3.0829 0.45
H 1.7153 -4.4093 -4.6136 0.43
H -0.2207 -5.5007 -3.6053 0.22
H -0.5593 -4.7070 -5.1573 0.22
H -1.9773 -4.1688 -2.7663 0.24
H -1.9217 -3.0690 -4.1455 0.21
```

Computed properties:
- spin multiplicity = 6
- LUMO level (spin up / spin down) (eV) = -1.47 / -1.47
- energy above the lowest of the compared OMol25 structures with the same formula, charge and spin (kcal/mol) = 3.3
- HOMO (spin up / spin down) (eV) = -7.1 / -7.7
- total charge = 0

***

Number 1: molecular weight 480.33 Da, total energy -64190.9332 eV. Number 2: molecular weight 928.05 Da, total energy -113901.6887 eV. Number 3: molecular weight 663.69 Da, total energy -71996.9538 eV.